# C25H60BF3O15P4

A 4-piece molecular cluster, C25H60BF3O15P4 overall (ωB97M-V/def2-TZVPD, the OMol25 dataset).

Last column: Löwdin charge in e.
Geometry (Å):
C  -1.770  5.797  -3.700  -0.059
C  -1.227  4.530  -3.050  -0.247
O  -2.346  3.819  -2.501  -0.004
B  -2.056  2.497  -2.234  -0.760
O  -2.325  1.517  -3.172  0.101
P  -1.330  1.964  -0.512  1.052
C  -1.647  3.412  0.592  -0.434
C  -0.805  3.391  1.901  -0.146
C  0.503  1.684  -0.737  -0.288
C  1.384  2.928  -0.653  -0.326
O  1.623  3.449  -1.941  -0.004
C  2.759  2.489  -0.091  -0.573
F  2.690  2.228  1.225  0.141
F  3.731  3.385  -0.326  0.147
F  3.127  1.350  -0.729  0.128
H  -0.946  6.371  -4.123  0.075
H  -2.467  5.521  -4.488  0.079
H  -2.289  6.389  -2.950  0.078
H  -0.589  4.847  -2.224  0.104
H  -0.687  3.955  -3.801  0.120
H  -3.269  1.327  -3.128  0.103
H  -2.684  3.308  0.911  0.065
H  -1.600  4.380  0.094  0.065
H  -1.421  3.598  2.769  0.066
H  -0.234  2.471  2.006  0.052
H  -0.085  4.208  1.827  0.059
H  0.630  1.293  -1.744  0.098
H  0.809  0.962  0.011  0.073
H  1.001  3.714  -0.001  0.133
H  1.864  4.375  -1.865  0.104
O  0.252  -0.246  3.817  -0.224
P  0.865  -1.372  4.561  0.529
O  0.050  -1.471  5.964  -0.196
C  -1.301  -1.938  5.937  -0.278
C  -1.405  -3.410  5.579  -0.077
O  2.270  -0.716  5.076  -0.203
C  2.688  0.559  4.593  -0.290
C  2.145  1.691  5.446  -0.070
O  1.527  -2.872  4.660  -0.190
C  1.746  -3.586  3.425  -0.268
C  2.626  -2.819  2.457  -0.078
H  -1.885  -1.332  5.238  0.112
H  -1.705  -1.772  6.935  0.117
H  -1.123  -3.578  4.536  0.062
H  -2.426  -3.769  5.705  0.079
H  -0.739  -4.010  6.198  0.084
H  2.407  0.681  3.548  0.087
H  3.779  0.572  4.623  0.117
H  1.101  1.536  5.714  0.073
H  2.236  2.645  4.924  0.074
H  2.701  1.760  6.383  0.074
H  0.781  -3.813  2.962  0.110
H  2.214  -4.534  3.687  0.120
H  2.159  -1.875  2.153  0.069
H  2.805  -3.406  1.556  0.081
H  3.582  -2.572  2.917  0.086
O  2.037  6.513  -6.127  -0.226
P  2.657  6.430  -7.472  0.527
O  1.418  6.292  -8.517  -0.197
C  0.574  7.423  -8.735  -0.280
C  1.279  8.549  -9.471  -0.080
O  3.234  4.905  -7.491  -0.204
C  3.241  4.114  -6.301  -0.287
C  1.944  3.348  -6.128  -0.069
O  3.765  6.868  -8.603  -0.191
C  4.809  7.778  -8.198  -0.270
C  5.615  7.255  -7.025  -0.079
H  0.180  7.777  -7.778  0.112
H  -0.269  7.069  -9.328  0.118
H  2.049  9.006  -8.842  0.061
H  0.571  9.332  -9.746  0.079
H  1.770  8.179  -10.370  0.084
H  3.450  4.736  -5.431  0.100
H  4.073  3.413  -6.389  0.116
H  1.070  3.957  -6.357  0.071
H  1.851  2.976  -5.106  0.070
H  1.912  2.494  -6.807  0.076
H  4.367  8.748  -7.951  0.109
H  5.454  7.923  -9.062  0.120
H  4.991  7.132  -6.133  0.071
H  6.419  7.947  -6.775  0.082
H  6.043  6.280  -7.255  0.087
O  -2.873  -7.241  4.544  -0.222
P  -3.544  -8.554  4.395  0.527
O  -4.490  -8.717  5.709  -0.197
C  -5.654  -7.897  5.823  -0.280
C  -6.726  -8.254  4.808  -0.080
O  -2.351  -9.595  4.797  -0.206
C  -1.010  -9.138  4.970  -0.291
C  -0.745  -8.691  6.396  -0.073
O  -4.286  -9.727  3.518  -0.190
C  -4.342  -9.557  2.086  -0.269
C  -2.967  -9.398  1.465  -0.080
H  -5.372  -6.844  5.728  0.111
H  -6.039  -8.047  6.831  0.118
H  -6.409  -7.992  3.794  0.061
H  -7.649  -7.711  5.015  0.079
H  -6.932  -9.324  4.819  0.084
H  -0.781  -8.345  4.259  0.099
H  -0.357  -9.977  4.722  0.115
H  -1.565  -8.096  6.796  0.072
H  0.172  -8.103  6.451  0.076
H  -0.636  -9.556  7.051  0.074
H  -4.966  -8.691  1.849  0.110
H  -4.836  -10.438  1.682  0.121
H  -2.463  -8.498  1.833  0.071
H  -3.045  -9.316  0.381  0.082
H  -2.332  -10.248  1.713  0.086

Force components x, y, z for each atom (eV/Å):
C 0.1108 -0.4622 0.0678
C -0.6751 1.3501 0.0261
O -0.0317 -0.5286 -0.2197
B 0.6450 0.4230 0.0852
O -0.1696 0.0721 0.4365
P -0.6512 -0.6722 0.1402
C 0.2193 0.0167 0.6086
C 0.2390 0.6307 -0.9916
C -0.5561 1.1178 0.0445
C 1.0291 -0.0018 0.1443
O -0.3887 -0.2275 -0.2798
C -0.5666 -0.4208 -0.8071
F 0.2531 0.1234 -0.1155
F -0.1850 0.0125 0.4338
F 0.3156 0.1878 0.3960
H -0.0091 0.0884 -0.0479
H -0.0503 0.1225 -0.0825
H -0.0522 0.1048 -0.0309
H 0.3536 -0.3693 -0.0526
H 0.1257 -0.2699 0.2182
H -0.0671 -0.2272 -0.4467
H -0.1461 -0.1613 -0.3497
H 0.1917 0.0161 -0.0786
H -0.0005 -0.2572 0.1511
H -0.1619 -0.1441 0.3241
H 0.1550 -0.0506 0.2599
H 0.1057 -0.3447 0.0822
H 0.0252 -0.1599 -0.0579
H -0.1286 -0.1462 0.1618
H 0.1154 0.1292 -0.0324
O -0.7220 -2.2193 -2.1235
P 2.5211 2.6750 5.3726
O 0.1379 -0.3614 -0.6987
C -0.3275 -0.1451 0.0092
C 0.1267 0.0131 -0.1633
O -0.0796 -0.3956 -0.3949
C -0.0633 0.3631 0.0307
C 0.0775 0.0605 0.2339
O -1.6926 0.2281 -2.3607
C 0.1282 -0.1484 -0.3145
C 0.0456 0.2292 0.0868
H 0.0454 0.0390 0.0214
H 0.1421 0.0879 0.0328
H -0.0682 -0.0459 0.0188
H -0.0090 0.0370 0.0049
H -0.0284 0.0136 0.0562
H -0.1502 -0.0058 0.0276
H -0.0045 -0.1918 0.0904
H -0.0625 -0.0506 -0.2287
H 0.0147 -0.0049 0.0001
H 0.0153 0.0098 -0.0128
H 0.0079 -0.0490 0.0472
H -0.0373 0.0541 0.1983
H -0.0317 -0.0768 -0.0195
H -0.0211 -0.0297 0.0128
H 0.0218 -0.0621 0.0094
O 1.3476 2.8618 0.0906
P -1.6463 -5.9357 -2.2784
O 0.5941 0.5033 0.2412
C -0.1931 0.2570 -0.0610
C 0.1746 0.0060 0.1106
O 0.3123 0.5122 0.0496
C -0.2474 -0.1742 0.1981
C -0.1258 -0.2570 -0.0861
O -0.3513 2.1246 1.9841
C 0.3120 0.1589 0.1163
C -0.0999 -0.2095 0.0951
H 0.0049 -0.0528 0.0036
H 0.0530 -0.1475 0.0284
H -0.0403 0.0376 -0.0272
H -0.0430 -0.0340 0.0236
H -0.0528 -0.0241 -0.0283
H -0.1177 0.1049 -0.0300
H 0.0277 0.0658 -0.1913
H 0.0962 0.2038 0.1223
H 0.0199 -0.0128 -0.0047
H 0.0243 -0.0086 0.0132
H 0.0069 0.0001 -0.0647
H -0.1424 -0.1087 -0.1063
H 0.0145 0.0763 -0.0385
H -0.0090 0.0241 -0.0315
H 0.0397 0.0197 -0.0536
O -1.4990 0.7607 -2.7160
P 2.0773 -3.6402 5.2521
O -0.0958 0.1514 -0.8419
C -0.2726 0.1703 0.0278
C 0.1185 -0.0080 -0.1682
O -0.1697 0.0900 -0.5949
C 0.1692 0.1596 0.2311
C 0.0149 -0.1578 0.1988
O -0.1882 2.5954 -1.3271
C 0.0489 -0.0001 -0.3743
C 0.1825 0.0197 0.1777
H 0.0389 -0.0240 0.0242
H 0.1348 -0.0760 0.0312
H -0.0549 0.0195 0.0174
H 0.0265 0.0227 0.0462
H -0.0173 -0.0042 0.0625
H -0.1306 0.0979 0.0455
H -0.1535 -0.1074 -0.0190
H -0.0082 0.1382 -0.1958
H 0.0041 -0.0163 -0.0021
H 0.0185 -0.0023 -0.0098
H -0.0411 -0.0492 0.0110
H -0.0372 -0.0525 0.2002
H -0.0759 0.0024 -0.0453
H -0.0405 -0.0059 0.0008
H -0.0393 -0.0506 -0.0314

Output
* max |F|: 0.131 Eh/bohr
* HOMO-LUMO gap: 8.24 eV
* highest occupied orbital energy: -7.901 eV
* E_tot: -3807.2390 Eh
* E_LUMO: 0.335 eV
* SMILES string: CCOB(O)P(CC)C[C@H](O)C(F)(F)F.CCOP(=O)(OCC)OCC.CCOP(=O)(OCC)OCC.CCOP(=O)(OCC)OCC